91
Properties=species:S:1:pos:R:3 method="wB97M-V/def2-TZVPD" max_force_ev_per_a=2.06 lumo_energy_ev="2.32 / 2.30" de_lowest_kcal_mol=0.0 charge=-1 spin_multiplicity=2 s_squared=0.9829 energy_ha=-2958.67305
Mn 0.02886 -0.03357 -0.00653
C 2.08193 1.37360 -5.80926
C 1.60078 -0.03307 -5.44858
C 0.69037 -0.04256 -4.25684
C -0.66331 -0.06490 -4.25292
C -1.61161 -0.05426 -5.40113
C -2.19981 -1.43535 -5.69538
C -1.02402 -0.05490 -2.81997
N 0.03106 -0.04503 -2.04268
C 1.13973 -0.04133 -2.87498
C 2.42160 -0.01268 -2.45022
C 2.85956 -0.00476 -1.08271
C 4.21870 0.07156 -0.70177
C 5.40834 0.16941 -1.60924
C 5.67064 1.59761 -2.08689
C 4.21886 0.06597 0.69444
C 2.85943 -0.01045 1.07555
C 2.42286 -0.00810 2.44380
C 1.14154 -0.01327 2.87077
N 0.03392 -0.03712 2.03777
C -1.02222 0.00276 2.81185
C -2.39847 -0.00875 2.39999
C -2.77305 -0.03065 1.09095
N -1.97357 -0.05733 -0.00753
C -2.77651 -0.04127 -1.10297
C -2.40178 -0.04399 -2.41219
C -4.18596 -0.00905 -0.67546
C -4.18440 -0.01425 0.66745
C -5.36514 0.03379 1.58536
C -5.72625 -1.33801 2.15796
C -5.37068 0.01798 -1.58917
C -5.69650 1.42776 -2.08550
C -0.66305 0.06417 4.24413
C 0.69014 0.03414 4.25048
C 1.59721 0.07471 5.44435
C 2.07616 -1.31606 5.86401
C -1.61305 0.11962 5.38969
C -2.16484 1.52638 5.62794
N 2.05161 -0.05730 -0.00395
C 5.40931 0.15321 1.60209
C 5.68283 1.57764 2.08425
H 2.73330 1.34617 -6.68716
H 2.64145 1.82530 -4.98915
H 1.23766 2.02619 -6.03748
H 2.46197 -0.68331 -5.27258
H 1.08512 -0.46177 -6.31247
H -1.10211 0.31009 -6.29779
H -2.41863 0.66010 -5.21554
H -1.41076 -2.15036 -5.93229
H -2.88225 -1.39026 -6.54877
H -2.75568 -1.82298 -4.84082
H 3.21327 0.00914 -3.18935
H 5.26457 -0.48716 -2.47279
H 6.29448 -0.20719 -1.09135
H 4.81859 1.99001 -2.64421
H 6.54876 1.63687 -2.73962
H 5.84724 2.26596 -1.24314
H 3.21598 0.01991 3.18114
H -3.14546 0.01177 3.17726
H -3.14800 -0.02605 -3.19028
H -6.23411 0.43319 1.05567
H -5.17930 0.73793 2.40138
H -5.96097 -2.04245 1.35856
H -6.60044 -1.26504 2.81087
H -4.90537 -1.75624 2.74146
H -6.24669 -0.38679 -1.07533
H -5.20731 -0.64616 -2.44231
H -5.91368 2.09331 -1.24858
H -6.57175 1.41416 -2.74092
H -4.86358 1.85545 -2.64478
H 1.07957 0.53943 6.28831
H 2.45970 0.71661 5.24509
H 1.23083 -1.95661 6.12055
H 2.72824 -1.25270 6.73961
H 2.63377 -1.80241 5.06279
H -1.11406 -0.22257 6.30082
H -2.43820 -0.57988 5.22986
H -1.35727 2.22908 5.83803
H -2.84925 1.53396 6.48088
H -2.70874 1.89436 4.75709
H 6.29237 -0.22867 1.08281
H 5.26077 -0.50537 2.46333
H 5.86492 2.24728 1.24267
H 6.56124 1.60768 2.73711
H 4.83403 1.97501 2.64283
O 0.03200 1.57387 -0.00844
C 0.03063 -3.29400 -0.00433
O 0.02990 -1.95395 -0.00402
H -0.84783 -3.77743 0.48318
H 0.89130 -3.77684 0.51377
H 0.04849 -3.77894 -1.00856

91
Properties=species:S:1:pos:R:3 method="wB97M-V/def2-TZVPD" max_force_ev_per_a=1.23 lumo_energy_ev="0.54 / -2.16" de_lowest_kcal_mol=11.2 spin_multiplicity=3 s_squared=2.0304 energy_ha=-1947.40110
Pt 0.34259 0.21481 -0.27844
C -4.45700 4.13379 -4.63427
C -3.65851 4.32650 -3.34265
C -2.58022 5.38777 -3.60822
C -4.62049 4.81710 -2.24827
C -2.99323 3.03499 -2.86866
C -2.21376 3.06496 -1.73225
C -1.57375 1.90547 -1.29207
N -0.76528 1.79277 -0.19522
C -0.39387 2.70526 0.77517
C -1.06880 3.86841 1.14464
C -0.54791 4.69953 2.11694
C 0.64723 4.32396 2.74090
C 1.33765 3.15494 2.44960
C 0.79560 2.30972 1.46046
O 1.34363 1.13113 1.16607
C 2.62218 2.76879 3.18882
C 3.76729 2.53419 2.18846
C 3.06705 3.87092 4.15276
C 2.36686 1.48993 4.00585
C -1.28875 5.98995 2.47197
C -0.53068 6.84191 3.49284
C -1.46810 6.83465 1.20031
C -2.66207 5.64259 3.06553
C -1.68454 0.67253 -2.04781
O -0.97978 -0.35829 -1.64665
C -2.54327 0.62603 -3.17095
C -3.15730 1.81283 -3.54000
C -2.82555 -0.61499 -4.03571
C -2.41644 -0.31418 -5.48732
C -4.33545 -0.90238 -3.97682
C -2.09724 -1.89678 -3.61357
H -4.90107 5.08455 -4.93136
H -5.26676 3.41337 -4.50396
H -3.81302 3.79799 -5.44960
H -3.03787 6.31123 -3.96859
H -1.88181 5.03228 -4.36814
H -2.00960 5.62023 -2.70853
H -5.15126 5.71147 -2.58042
H -4.08625 5.05776 -1.32801
H -5.35212 4.04091 -2.01628
H -2.07158 3.99002 -1.19679
H -2.03186 4.09378 0.70976
H 1.04150 4.97511 3.50456
H 3.91679 3.41907 1.56561
H 3.55458 1.68958 1.53959
H 4.69373 2.33334 2.73098
H 3.24287 4.81107 3.62556
H 4.00125 3.57310 4.63064
H 2.32821 4.03951 4.93900
H 2.10424 0.66194 3.35089
H 1.54750 1.64919 4.71045
H 3.26336 1.22204 4.56983
H 0.45791 7.12103 3.12347
H -0.41904 6.32337 4.44684
H -1.08820 7.76099 3.68045
H -0.49678 7.04090 0.74711
H -1.94752 7.78718 1.43714
H -2.08585 6.32206 0.46084
H -2.53882 5.03618 3.96459
H -3.27251 5.07852 2.35871
H -3.20254 6.55354 3.33307
H -3.78215 1.79502 -4.42023
H -2.97761 0.52088 -5.90771
H -2.59538 -1.19009 -6.11371
H -1.35340 -0.07125 -5.53521
H -4.92418 -0.05973 -4.34188
H -4.64072 -1.11112 -2.94976
H -4.57049 -1.77537 -4.58893
H -1.01716 -1.77505 -3.65275
H -2.38097 -2.69911 -4.29821
H -2.36335 -2.19511 -2.60107
O 1.82805 -1.03894 -0.86673
C 2.25015 -2.25066 -0.66338
C 3.39913 -2.65714 -1.38561
C 3.94564 -3.90728 -1.24516
C 3.36544 -4.83177 -0.37350
C 2.24479 -4.46507 0.33320
C 1.66443 -3.19420 0.21589
C 0.47892 -2.86334 0.98621
N -0.22033 -1.74223 0.95322
C -1.25822 -1.86226 1.83996
C -1.20216 -3.08253 2.42928
N -0.10353 -3.70447 1.88263
H 3.82251 -1.91948 -2.05497
H 4.82677 -4.17575 -1.81438
H 3.78874 -5.82027 -0.25783
H 1.80477 -5.20158 0.99608
H -1.96964 -1.06746 1.98540
H -1.82706 -3.55290 3.16661
H 0.22039 -4.62271 2.12174